# 1
The following is a quantum chemistry calculation of a single C16H26NO4P molecule in a non-equilibrium geometry, from OMol25.

E_tot, a.u.: -1322.48105
Kohn-Sham gap, eV: 9.96
Structure (SMILES): CC(C)OP(=O)(OC(C)C)[C@@H](C)NC(=O)Cc1ccccc1

Structure (XYZ):
```
48
C16H26NO4P (the ωB97M-V functional and the def2-TZVPD basis)
P -1.06 -0.70 -0.90
O -2.35 -1.64 -0.85
O 0.23 -1.32 -1.24
O -0.77 2.76 1.51
O -1.49 0.47 -1.90
N 0.11 0.76 0.94
C -2.33 -2.39 -3.17
C 0.20 2.05 1.32
C 3.18 0.64 2.13
C 3.52 0.01 4.42
C -1.29 -1.03 1.85
C 0.30 2.06 -2.22
C 2.33 1.66 2.52
C 2.67 1.04 4.82
C -1.41 1.56 -4.01
C 3.77 -0.18 3.07
C -1.64 -3.92 -1.29
C -2.54 -2.77 -1.71
C 2.08 1.85 3.87
C -1.14 0.05 0.79
C -0.58 1.00 -2.86
C 1.64 2.53 1.50
H -2.96 -1.55 -3.43
H 0.94 0.20 0.82
H 2.47 1.20 5.86
H -0.51 -1.78 1.72
H -1.94 0.78 0.85
H 1.41 2.65 4.18
H -2.26 -1.52 1.74
H -1.82 -4.17 -0.24
H 3.39 0.48 1.08
H 3.98 -0.62 5.16
H 2.15 2.47 0.53
H 0.06 0.18 -3.22
H -2.04 0.78 -4.43
H -0.60 -3.63 -1.41
H 4.43 -0.98 2.76
H -0.75 1.95 -4.79
H -2.04 2.36 -3.64
H -1.85 -4.80 -1.90
H -0.31 2.80 -1.71
H -2.58 -3.23 -3.81
H -1.21 -0.60 2.84
H -3.60 -3.04 -1.55
H 0.96 1.59 -1.50
H 1.61 3.57 1.83
H -1.29 -2.12 -3.32
H 0.91 2.56 -2.98
```

Atomic partial charges in e from the Mulliken method, atoms 1 to 4: P 0.9645; O -0.5015; O -0.8178; O -0.7075

# 2
The following is a quantum chemistry calculation of a single C16H26O5 molecule, from OMol25.

E_tot, a.u.: -1001.42916
Kohn-Sham gap, eV: 10.24
Structure (SMILES): COC(C[C@@H](O)[C@@H](C)[C@H](O)COCc1ccccc1)OC
Energy above the lowest of the compared OMol25 structures with the same formula, charge and spin, kcal per mole: 33.32

Structure (XYZ):
```
47
C16H26O5 (the ωB97M-V functional and the def2-TZVPD basis)
O 2.37 -1.59 -1.27
O 0.36 -2.85 1.49
O -1.71 -1.58 -1.26
O -4.26 1.52 -0.96
O -4.27 -0.03 0.78
C -2.16 0.52 -0.14
C -4.20 2.67 -0.14
C -5.57 -0.55 0.61
C 3.42 2.74 0.86
C -1.49 -0.86 -0.06
C 0.63 -2.17 0.29
C 2.14 -2.13 0.02
C 4.37 0.57 0.51
C 3.60 -0.91 -1.40
C 4.29 1.74 1.24
C 2.73 1.41 -1.02
C 0.30 0.04 1.51
C 0.02 -0.75 0.24
C -3.66 0.37 -0.42
C 2.64 2.57 -0.28
C 3.60 0.39 -0.63
H 3.71 -0.71 -2.47
H 1.96 3.36 -0.59
H -0.34 -0.29 2.33
H 4.44 -1.54 -1.07
H -4.46 2.42 0.89
H 5.06 -0.21 0.81
H 1.34 -0.07 1.81
H 4.90 1.86 2.12
H 3.34 3.65 1.43
H 2.55 -3.15 0.08
H -4.93 3.37 -0.55
H 0.13 1.10 1.35
H -6.23 0.18 0.13
H -1.71 1.11 -0.94
H -3.81 -0.40 -1.20
H -5.94 -0.77 1.61
H -1.23 -1.13 -1.97
H -1.97 -1.45 0.72
H -5.54 -1.47 0.02
H 0.70 -2.32 2.22
H 2.63 -1.51 0.78
H -2.05 1.04 0.81
H 0.50 -0.24 -0.61
H 2.12 1.27 -1.90
H 0.16 -2.77 -0.49
H -3.21 3.13 -0.16
```

Atomic partial charges in e from the Mulliken method, atoms 1 to 4: O -0.3328; O -0.6480; O -0.6556; O -0.4668

# 3
The following is a quantum chemistry calculation of a molecular structure, C16H27BF13N2O18S4Zr2 in a non-equilibrium geometry, from OMol25.

E_tot, a.u.: -5099.51998
Charge: +1
Kohn-Sham gap, eV: 6.79

Structure (XYZ):
```
83
C16H27BF13N2O18S4Zr2 (the ωB97M-V functional and the def2-TZVPD basis)
Zr 11.04 -4.58 14.09
Zr 13.72 -2.27 12.76
S 9.42 -6.92 12.19
S 10.25 -1.87 12.09
S 8.24 -3.03 13.11
S 10.25 -7.95 14.33
F 8.08 -4.52 13.74
F 12.01 0.07 8.87
F 12.01 2.17 8.76
F 14.37 -5.19 17.24
F 13.92 1.10 8.77
F 14.45 -7.35 17.42
F 7.89 -6.10 9.13
F 8.01 -4.00 8.66
F 10.49 -7.32 15.79
F 10.20 -2.63 10.79
F 6.79 -5.30 7.42
F 12.53 -6.36 17.42
F 9.84 -5.56 11.46
O 9.95 -7.93 11.37
O 12.50 -2.98 14.63
O 12.40 -4.30 12.33
O 11.60 -1.63 12.35
O 7.73 -2.24 14.15
O 12.02 2.08 11.35
O 9.60 -6.69 7.33
O 13.26 0.23 11.35
O 8.04 -6.78 12.32
O 9.51 -4.66 6.41
O 13.70 -2.52 10.66
O 7.54 -3.16 11.92
O 14.50 -7.26 14.88
O 12.83 -5.81 14.73
O 9.35 -0.81 11.98
O 8.98 -8.54 14.40
O 11.41 -8.71 14.10
O 13.83 -0.59 14.02
N 9.86 -3.15 13.15
N 10.29 -6.45 13.61
C 13.77 -6.35 16.92
C 9.12 -5.47 7.19
C 12.84 -4.80 11.06
C 12.82 -2.18 15.78
C 11.92 2.09 12.82
C 13.48 -0.83 15.38
C 11.55 3.47 13.26
C 13.67 -6.43 15.38
C 12.03 -6.35 7.45
C 7.92 -5.22 8.12
C 14.45 -7.57 13.47
C 12.72 1.15 10.80
C 12.70 1.16 9.26
C 15.34 -8.76 13.20
C 13.15 -3.67 10.08
C 10.87 -7.01 6.74
B 15.29 -3.71 13.52
H 13.86 -4.04 9.34
H 11.89 -5.28 7.66
H 15.35 -3.43 12.40
H 16.33 -8.44 12.88
H 12.24 -3.41 9.54
H 11.16 1.32 12.99
H 12.73 -0.05 15.60
H 11.52 3.53 14.34
H 13.45 -7.76 13.09
H 15.01 -9.45 12.43
H 14.39 -4.43 13.74
H 12.35 4.15 12.95
H 11.96 -2.05 16.43
H 10.95 -8.09 6.72
H 12.85 1.66 13.21
H 12.88 -6.42 6.77
H 10.60 3.77 12.82
H 13.79 -5.33 11.27
H 12.22 -5.63 10.71
H 13.60 -2.71 16.34
H 14.31 -0.55 16.03
H 16.26 -4.26 13.95
H 12.27 -6.79 8.43
H 14.81 -6.71 12.91
H 15.11 -2.72 14.09
H 10.90 -6.67 5.71
H 15.49 -9.39 14.08
```

Atomic partial charges in e from the Mulliken method, atoms 1 to 4: Zr 1.0298; Zr 0.2533; S 0.8545; S 1.4368

# 4
The following is a quantum chemistry calculation of 2 unconnected molecules or ions with the total composition C16H27Br3N3O, from OMol25.

E_tot, a.u.: -8587.16233
Charge: +1
Kohn-Sham gap, eV: 7.39

Structure (XYZ):
```
50
C16H27Br3N3O (the ωB97M-V functional and the def2-TZVPD basis)
Br -0.24 -1.95 -0.87
Br -2.47 -2.88 -3.90
Br 1.01 -4.09 -3.83
O -4.24 1.47 1.13
N 1.71 0.06 -0.42
N 0.63 0.81 -0.39
N -1.95 1.33 1.36
C 2.39 -2.26 0.17
C -3.18 1.24 0.61
C 2.92 0.54 -0.19
C 0.73 2.10 -0.08
C 3.08 1.87 0.13
C -1.75 -4.62 -4.40
C -0.57 2.85 -0.09
C -0.93 0.46 3.43
C -3.07 0.81 -0.83
C -1.37 2.66 1.21
C 1.59 -1.39 -0.79
C 2.16 4.12 0.58
C 1.98 2.69 0.20
C -0.64 -5.06 -3.49
C 2.18 -1.93 1.65
C -2.18 1.03 2.79
H -3.62 -0.11 -0.95
H -3.53 1.57 -1.46
H -2.14 3.43 1.26
H 2.07 -3.28 -0.02
H -0.91 0.66 4.50
H -0.71 2.83 2.07
H 3.45 -2.24 -0.10
H -1.16 2.52 -0.94
H -0.40 -6.10 -3.65
H 2.35 4.19 1.65
H -2.51 1.93 3.32
H -2.04 0.66 -1.13
H 1.13 -1.75 1.86
H -1.43 -4.54 -5.43
H 3.76 -0.14 -0.26
H 4.07 2.25 0.32
H -0.04 0.91 2.99
H 1.96 -1.47 -1.80
H 2.75 -1.06 1.96
H 1.30 4.74 0.35
H -2.59 -5.32 -4.33
H -0.88 -0.62 3.28
H -0.88 -4.90 -2.44
H 3.03 4.53 0.07
H -0.38 3.91 -0.23
H -3.00 0.32 2.85
H 2.53 -2.76 2.26
```

Atomic partial charges in e from the Mulliken method, atoms 1 to 4: Br 0.0126; Br -0.1318; Br -0.1287; O -0.5466

# 5
The following is a quantum chemistry calculation of 4 unconnected molecules or ions with the total composition C16H27F9N3O3P3 in a non-equilibrium geometry, from OMol25.

E_tot, a.u.: -2938.70116
Kohn-Sham gap, eV: 8.78
Structure (SMILES): O=P(O)(O)P[PH3]C(F)(F)C(F)(F)C(F)(F)C(F)(F)F.CCCC#N.CCCC#N.CCCC#N
Energy above the lowest of the compared OMol25 structures with the same formula, charge and spin, kcal per mole: 0.00

Structure (XYZ):
```
61
C16H27F9N3O3P3 (the ωB97M-V functional and the def2-TZVPD basis)
P 5.28 0.91 1.68
P 1.90 0.17 2.02
P 3.18 1.61 1.07
F 8.85 0.38 3.80
F 7.44 0.26 5.94
F 5.56 -1.83 3.88
F 6.23 -1.97 5.95
F 7.29 -0.94 1.94
F 7.92 1.09 1.40
F 7.70 -2.10 4.33
F 7.39 2.02 3.81
F 5.53 0.62 4.92
O 0.59 0.08 1.38
O 1.89 0.65 3.55
O 2.66 -1.27 2.06
N -0.21 2.05 -0.88
N -5.73 -0.16 -0.72
N -2.99 -2.27 -4.36
C 6.56 -1.51 4.72
C -2.75 -0.13 -7.38
C -7.72 -0.32 2.43
C -5.33 0.30 1.82
C -6.24 -0.57 2.68
C -1.05 1.27 -0.84
C -1.12 -1.54 -6.02
C 6.74 0.02 4.80
C -2.17 -1.97 -5.09
C -3.46 1.50 -2.62
C -1.44 -0.16 -6.60
C -2.81 0.19 -2.20
C -5.55 0.05 0.39
C -2.11 0.28 -0.84
C 7.54 0.68 3.64
C 7.08 0.37 2.21
H -2.83 0.55 -0.06
H -7.98 0.73 2.62
H -3.97 1.39 -3.57
H -1.04 -2.28 -6.82
H -8.33 -0.94 3.08
H 4.70 0.07 2.66
H -0.62 0.14 -7.25
H -3.56 -0.59 -2.16
H -6.01 -1.62 2.49
H -6.01 -0.38 3.73
H -4.20 1.83 -1.88
H -2.93 0.86 -7.80
H -2.73 -0.84 -8.20
H -1.49 0.57 -5.79
H 1.57 -0.05 4.13
H 2.97 1.33 -0.29
H 5.54 0.32 0.42
H -2.72 2.30 -2.73
H -4.28 0.10 2.04
H -5.51 1.36 2.01
H -8.00 -0.56 1.40
H 5.67 2.25 1.87
H -2.09 -0.11 -2.95
H 2.68 -1.63 2.95
H -0.18 -1.52 -5.48
H -1.67 -0.68 -0.57
H -3.60 -0.37 -6.74
```

Atomic partial charges in e from the Mulliken method, atoms 1 to 4: P 0.2366; P 0.8478; P -0.2795; F -0.2865